No. 1
A 2-piece molecular cluster, C20H27NO3 overall in a non-equilibrium geometry. Source: the OMol25 dataset; level of theory: ωB97M-V/def2-TZVPD.

## Properties
**HOMO-LUMO gap**: 5.6 eV
**Highest occupied orbital energy**: -6.52 eV
**Lowest unoccupied orbital energy**: -0.89 eV

Positions of all 51 atoms, in Å:
C -3.780 -0.255 2.451
C -2.542 0.560 2.701
O -1.423 -0.346 2.721
C -0.265 0.227 3.150
C 0.896 -0.679 2.928
C 0.671 -1.887 2.115
C 2.214 -0.109 3.144
C 3.402 -0.916 2.647
O 2.395 0.951 3.756
O -0.257 1.327 3.676
H -4.639 0.416 2.414
H -3.724 -0.784 1.495
H -3.953 -0.981 3.253
H -2.371 1.294 1.900
H -2.593 1.076 3.666
H -0.380 -1.925 1.808
H 1.298 -1.904 1.209
H 0.899 -2.789 2.704
H 3.210 -1.994 2.625
H 3.675 -0.584 1.636
H 4.258 -0.718 3.299
C 5.749 -2.893 7.766
C 6.377 -1.498 7.613
C 5.425 -0.685 6.725
N 4.187 -1.459 6.690
C 3.069 -0.986 6.157
C 1.867 -1.701 6.045
C 0.698 -1.090 5.612
C -0.611 -1.695 5.799
C -1.746 -0.906 6.112
C -2.975 -1.501 6.372
C -3.116 -2.893 6.281
C -2.010 -3.691 5.958
C -0.762 -3.101 5.745
C 4.302 -2.792 7.254
H 6.288 -3.619 7.152
H 5.768 -3.237 8.803
H 6.451 -1.011 8.590
H 7.376 -1.539 7.172
H 5.238 0.326 7.113
H 5.840 -0.567 5.708
H 3.089 0.058 5.829
H 1.859 -2.750 6.370
H 0.732 -0.021 5.385
H -1.611 0.175 6.197
H -3.827 -0.877 6.651
H -4.092 -3.353 6.440
H -2.111 -4.775 5.877
H 0.115 -3.715 5.527
H 4.084 -3.570 6.504
H 3.585 -2.933 8.076

No. 2
An isolated ion of composition C20H27Si and charge +1 in a non-equilibrium geometry. Source: the OMol25 dataset; level of theory: ωB97M-V/def2-TZVPD.

## Properties
**HOMO-LUMO gap**: 5.8 eV
**Highest occupied orbital energy**: -11.64 eV
**Total charge**: +1
**Lowest unoccupied orbital energy**: -5.81 eV

Positions of all 48 atoms, in Å:
C 3.174 -2.978 1.536
Si 2.693 -1.168 1.458
C 3.294 -0.344 3.051
C 3.422 -0.310 -0.034
C 0.797 -1.065 1.196
C -0.087 -2.247 1.414
C 0.238 0.222 0.950
H 4.266 -3.097 1.559
H 2.777 -3.466 2.435
H 2.801 -3.530 0.665
H 4.390 -0.392 3.162
H 3.016 0.717 3.100
H 2.864 -0.833 3.937
H 4.517 -0.400 -0.042
H 3.041 -0.763 -0.960
H 3.178 0.760 -0.063
H -1.150 -1.972 1.487
H 0.028 -2.937 0.562
H 0.116 -2.847 2.320
H -0.798 0.359 1.381
H 0.912 1.075 1.156
C -3.233 -3.106 -3.026
C -2.517 -1.843 -2.627
C -1.122 -1.757 -2.799
C -0.429 -0.698 -2.230
C -1.083 0.221 -1.384
C -0.219 1.055 -0.433
C -0.727 2.523 -0.191
C 0.120 3.639 -0.381
C -0.189 4.880 0.212
C -1.409 5.059 0.876
C -2.321 4.007 0.925
C -2.001 2.771 0.338
C -2.492 0.283 -1.492
C -3.200 -0.804 -2.006
H -4.254 -3.147 -2.609
H -3.281 -3.173 -4.123
H -2.685 -3.984 -2.645
H -0.586 -2.610 -3.236
H 0.650 -0.693 -2.379
H 0.751 1.184 -1.000
H 1.092 3.537 -0.866
H 0.568 5.662 0.274
H -1.595 5.984 1.445
H -3.226 4.103 1.551
H -2.708 1.952 0.447
H -3.107 1.092 -1.102
H -4.282 -0.924 -1.814

No. 3
C20H28BF4N9PdSSe as an isolated structure. Source: the OMol25 dataset; level of theory: ωB97M-V/def2-TZVPD.

## Properties
**HOMO-LUMO gap**: 6.9 eV
**Highest occupied orbital energy**: -8.33 eV
**Lowest unoccupied orbital energy**: -1.46 eV

Positions of all 65 atoms, in Å:
Pd 0.335 1.953 1.126
C -1.162 -0.231 5.512
C -1.900 0.519 4.470
N -3.091 1.010 4.582
N -3.327 1.619 3.378
C -2.318 1.523 2.518
S -2.167 2.072 0.925
N -1.408 0.788 3.209
N -0.124 0.554 2.700
H -1.786 -0.291 6.399
H -0.232 0.282 5.754
H -0.932 -1.243 5.173
H -4.182 2.126 3.226
H 0.557 0.760 3.451
H -0.038 -0.414 2.397
C 3.778 -3.040 -0.428
C 2.604 -3.317 -1.360
C 1.404 -3.936 -0.647
C 0.644 -2.964 0.253
N -0.112 -1.983 -0.523
C 0.222 -0.693 -0.767
Se 1.706 0.186 -0.028
N -0.704 -0.173 -1.594
C -0.712 1.163 -2.191
C -0.281 1.130 -3.653
C 1.202 0.814 -3.841
C 2.106 1.974 -3.440
C -1.669 -1.134 -1.867
C -2.830 -1.083 -2.627
C -3.589 -2.237 -2.683
C -3.204 -3.402 -2.008
C -2.047 -3.450 -1.251
C -1.292 -2.286 -1.193
H 4.645 -2.685 -0.984
H 4.074 -3.947 0.106
H 3.537 -2.273 0.311
H 2.921 -3.995 -2.156
H 2.299 -2.391 -1.859
H 1.736 -4.775 -0.028
H 0.701 -4.347 -1.376
H 1.319 -2.408 0.903
H -0.075 -3.499 0.876
H -0.064 1.795 -1.593
H -1.728 1.548 -2.084
H -0.497 2.117 -4.071
H -0.900 0.415 -4.202
H 1.377 0.551 -4.887
H 1.464 -0.076 -3.259
H 1.876 2.865 -4.029
H 3.156 1.730 -3.601
H 1.989 2.232 -2.385
H -3.129 -0.184 -3.149
H -4.503 -2.242 -3.262
H -3.825 -4.284 -2.082
H -1.750 -4.353 -0.733
F 0.324 3.330 3.455
B 1.577 2.837 3.920
F 1.273 1.665 4.718
F 2.277 3.759 4.628
F 2.284 2.342 2.785
N 0.816 7.743 0.206
C 0.428 6.698 -0.092
N -0.113 5.552 -0.492
C 0.343 4.406 -0.292
N 0.719 3.276 -0.265

No. 4
A 6-piece molecular cluster, C20H28BFN6O5S overall in a non-equilibrium geometry. Source: the OMol25 dataset; level of theory: ωB97M-V/def2-TZVPD.

## Properties
**HOMO-LUMO gap**: 6.8 eV
**Highest occupied orbital energy**: -8.17 eV
**SMILES**: O=S(=O)(F)NOB(O)O.c1cc[nH]c1.c1cc[nH]c1.c1cc[nH]c1.c1cc[nH]c1.c1cc[nH]c1
**Lowest unoccupied orbital energy**: -1.34 eV

Positions of all 62 atoms, in Å:
O -1.025 1.393 1.927
S 0.047 0.359 2.052
O 1.334 1.094 2.166
F -0.263 -0.514 3.378
N 0.029 -0.571 0.595
O 0.226 -1.934 0.805
B 1.572 -2.321 0.494
O 2.151 -2.174 -0.789
O 2.356 -2.856 1.544
H 0.746 -0.148 -0.007
H 2.727 -1.400 -0.723
H 2.579 -2.104 2.107
C 0.916 -1.506 8.104
C -0.376 -1.110 7.677
C -0.258 -0.641 6.394
N 1.060 -0.734 6.032
C 1.781 -1.265 7.067
H 1.183 -1.922 9.062
H -1.291 -1.164 8.245
H -0.993 -0.249 5.712
H 1.438 -0.456 5.146
H 2.843 -1.423 6.978
C -2.281 1.498 -4.104
C -1.564 0.358 -4.551
C -0.938 -0.185 -3.458
N -1.246 0.586 -2.370
C -2.068 1.611 -2.753
H -2.885 2.160 -4.704
H -1.514 -0.022 -5.558
H -0.302 -1.050 -3.362
H -0.921 0.426 -1.434
H -2.427 2.330 -2.034
C -3.854 0.004 1.938
C -4.255 -0.957 2.902
C -5.612 -1.117 2.784
N -6.047 -0.287 1.787
C -4.983 0.396 1.262
H -2.852 0.362 1.765
H -3.619 -1.475 3.603
H -6.302 -1.746 3.321
H -6.999 -0.194 1.487
H -5.120 1.099 0.458
C 5.350 -3.282 -4.705
C 4.298 -4.210 -4.913
C 3.306 -3.912 -4.014
N 3.721 -2.843 -3.268
C 4.963 -2.450 -3.686
H 6.284 -3.230 -5.241
H 4.271 -5.005 -5.640
H 2.345 -4.368 -3.841
H 3.192 -2.414 -2.529
H 5.464 -1.615 -3.223
C 0.264 6.276 -2.724
C 1.482 5.569 -2.889
C 1.161 4.268 -3.187
N -0.203 4.163 -3.202
C -0.757 5.382 -2.926
H 0.149 7.321 -2.484
H 2.479 5.968 -2.802
H 1.783 3.412 -3.387
H -0.720 3.316 -3.389
H -1.827 5.508 -2.896

No. 5
C20H28Cl2GaN2O2 as an isolated structure in a non-equilibrium geometry. Source: the OMol25 dataset; level of theory: ωB97M-V/def2-TZVPD.

## Properties
**HOMO-LUMO gap (spin up / spin down)**: 3.8 / 3.8 eV
**Highest occupied orbital energy (spin up / spin down)**: -0.86 / -0.86 eV
**Total charge**: -1
**Lowest unoccupied orbital energy (spin up / spin down)**: 2.97 / 2.97 eV

Positions of all 55 atoms, in Å:
Ga -0.463 -0.475 0.527
Cl -1.638 0.641 2.059
N 1.431 -0.234 1.372
N -1.633 -0.027 -1.150
C 2.661 0.040 0.956
C -1.448 0.286 -2.428
C 1.566 -0.956 2.685
C 2.983 -1.505 2.595
C 0.568 -2.077 2.948
C 1.401 0.084 3.779
H 0.616 -2.843 2.167
H -0.459 -1.700 3.060
H 0.847 -2.537 3.908
H 2.205 0.827 3.700
H 1.447 -0.409 4.755
H 0.429 0.565 3.653
C -3.005 -0.637 -1.043
C -3.252 -1.103 -2.471
C -3.946 0.471 -0.609
C -3.157 -1.794 -0.064
H -2.477 -2.616 -0.308
H -4.191 -2.159 -0.155
H -3.022 -1.475 0.979
H -3.962 1.257 -1.374
H -3.592 0.874 0.341
H -4.954 0.059 -0.482
O -2.245 -0.359 -3.273
H -4.230 -0.825 -2.879
H -3.072 -2.181 -2.590
O 3.610 -0.709 1.508
H 2.994 -2.568 2.310
H 3.595 -1.336 3.487
C 3.135 1.116 0.025
C -0.542 1.311 -3.047
C 0.928 0.997 -2.954
H -0.701 2.249 -2.481
H -0.891 1.463 -4.073
C 1.591 1.514 -1.845
C 2.768 0.903 -1.419
H 1.145 2.323 -1.268
C 3.551 0.196 -2.349
C 2.970 -0.079 -3.592
C 4.951 -0.279 -2.045
C 1.662 0.291 -3.925
H 3.541 -0.680 -4.314
C 1.089 -0.093 -5.266
H 1.887 -0.541 -5.876
H 0.689 0.777 -5.800
H 0.280 -0.825 -5.174
H 5.595 0.544 -1.715
H 5.384 -0.716 -2.956
H 4.967 -1.045 -1.263
H 4.211 1.231 0.187
H 2.633 2.048 0.348
Cl 0.185 -2.335 -0.429

| no. | E (eV) |
| --- | --- |
| 1 | -28808.786 |
| 2 | -29047.404 |
| 3 | -125819.660 |
| 4 | -54599.052 |
| 5 | -105691.769 |